1.
8
Properties=species:S:1:pos:R:3:lowdin_charge:R:1 method="wB97M-V/def2-TZVPD" lumo_energy_ev=-0.7 e_above_lowest_kj_mol=267.8 orbital_gap_ha=0.315 multiplicity=1 e_tot_ha=-245.989539 homo_ev=-9.25
O -0.905 1.231 -0.597 -0.02
N -0.170 1.152 1.261 0.27
C 0.318 0.047 1.026 -0.30
C 0.290 -0.647 -0.185 -0.08
C -0.440 0.135 -1.059 -0.24
H 0.781 -0.187 2.012 0.16
H 0.749 -1.599 -0.384 0.09
H -0.634 -0.109 -2.094 0.13

---

2.
94
Properties=species:S:1:pos:R:3:lowdin_spin:R:1 method="wB97M-V/def2-TZVPD" lumo_energy_ev="-11.8 / -9.4" orbital_gap_ha="0.102 / 0.189" multiplicity=5 total_charge=+3 s_squared=6.38 e_tot_ha=-6248.163373 homo_ev="-14.55 / -14.57"
As -2.363 -1.551 -0.303 0.01
Mn 0.959 0.212 -0.162 4.29
S 0.160 5.168 -0.383 0.00
P 1.709 0.315 -2.477 -0.01
P 1.092 0.405 2.332 -0.08
P 1.887 -2.047 0.136 -0.17
O -0.909 -0.680 -0.265 0.09
C 2.700 4.943 2.684 0.00
C -3.263 -1.410 1.378 0.00
C -3.860 -0.087 -3.944 0.00
C -3.781 -0.173 3.400 0.00
C 0.555 -0.620 -3.525 0.00
C 1.581 5.207 1.900 0.00
C 0.072 -0.643 3.412 -0.01
C -4.106 -2.449 1.797 0.00
C 2.423 3.686 0.202 0.00
C 1.333 -3.043 1.543 -0.02
C -3.117 -0.261 2.170 0.00
C -1.379 -6.084 -1.222 0.00
C -5.183 0.250 -3.639 0.00
C -1.729 -5.209 -2.258 0.00
C 0.589 2.083 2.852 -0.02
C 1.442 -3.196 -1.208 -0.03
C -1.390 -5.621 0.095 0.00
C -3.501 -0.814 -1.660 0.00
C 1.452 4.599 0.646 0.00
C -3.018 -0.628 -2.962 0.00
C 2.807 0.258 2.954 -0.01
C 1.759 1.946 -3.239 -0.01
C -2.000 -3.407 -0.666 0.00
C 3.700 -2.150 0.259 -0.02
C -1.711 -4.292 0.383 0.00
C -4.837 -0.513 -1.353 0.00
C 1.911 6.993 -0.816 0.00
C 3.203 6.633 -0.666 0.00
C -4.775 -2.345 3.021 0.00
C 3.701 4.095 2.202 0.00
C 3.342 -0.395 -2.835 0.00
C -2.052 -3.875 -1.986 0.00
C -4.606 -1.217 3.830 0.00
C -5.673 0.025 -2.343 0.00
C 3.572 3.460 0.952 0.00
H 1.631 -2.607 2.497 0.00
H -3.463 0.070 -4.948 0.00
H 0.615 -1.499 3.809 0.00
H 4.097 0.028 -2.162 0.00
H 1.425 7.068 -1.808 0.00
H 1.023 -0.994 -4.443 0.00
H -2.326 -3.195 -2.789 0.00
H 0.774 5.861 2.252 0.00
H 3.951 -3.208 0.400 -0.01
H -1.755 -5.562 -3.288 0.00
H 1.909 -4.157 -0.951 -0.01
H 3.614 -0.148 -3.870 0.00
H -6.707 0.268 -2.097 0.00
H 4.606 3.941 2.808 0.00
H 4.036 -1.568 1.129 0.00
H 3.118 -0.795 2.984 0.00
H -0.262 0.051 -3.803 0.00
H 3.680 6.759 0.302 0.00
H 1.811 -4.025 1.429 -0.01
H -0.811 -0.987 2.862 0.00
H -4.234 -3.344 1.183 0.00
H 0.473 2.129 3.948 0.00
H 3.327 -1.482 -2.722 0.00
H -5.433 -3.150 3.352 0.00
H -3.638 0.718 4.014 0.00
H 0.351 -3.335 -1.245 0.00
H 1.816 -2.846 -2.174 0.00
H 2.753 5.373 3.685 0.00
H -1.733 -3.948 1.417 0.00
H -5.206 -0.683 -0.338 0.00
H 0.738 5.033 -1.567 0.00
H -1.100 -7.120 -1.441 0.00
H 4.177 -1.766 -0.653 0.00
H 1.353 2.805 2.536 0.00
H 1.343 7.416 0.032 0.00
H 4.370 2.824 0.556 0.00
H 2.877 0.678 3.966 0.00
H -0.366 2.350 2.373 0.00
H 2.378 2.624 -2.648 0.00
H -5.111 -1.148 4.799 0.00
H 2.287 3.236 -0.781 0.00
H 0.246 -3.168 1.497 0.00
H 2.159 1.892 -4.255 0.00
H 3.482 0.817 2.290 0.00
H -1.147 -6.298 0.919 0.00
H 0.130 -1.470 -2.983 0.00
H 0.737 2.338 -3.262 0.00
H -1.995 -0.898 -3.211 0.00
H -5.833 0.685 -4.406 0.00
H 3.853 6.339 -1.500 0.00
H -0.253 -0.012 4.243 0.00
H -2.462 0.543 1.828 0.00

---

3.
11
Properties=species:S:1:pos:R:3:lowdin_spin:R:1 method="wB97M-V/def2-TZVPD" lumo_energy_ev="0.7 / -2.9" e_above_lowest_kj_mol=43.7 orbital_gap_ha="0.262 / 0.245" multiplicity=3 s_squared=2.02 e_tot_ha=-372.648886 homo_ev="-6.42 / -9.57"
O -0.728 -1.902 -2.174 0.26
N 0.526 1.245 1.374 0.04
N 0.252 0.233 0.512 0.35
N 0.914 -0.829 0.553 0.59
N 0.619 -1.700 -0.304 0.45
C -0.702 0.235 -0.743 0.09
C -0.341 -1.283 -1.244 0.15
H 1.522 1.307 1.425 0.01
H -0.393 1.122 -1.343 0.02
H 0.055 1.076 2.265 0.01
H -1.725 0.495 -0.320 0.02

---

4.
6
Properties=species:S:1:pos:R:3:lowdin_charge:R:1 method="wB97M-V/def2-TZVPD" lumo_energy_ev="0.5 / 0.5" e_above_lowest_kj_mol=346.2 orbital_gap_ha="0.345 / 0.346" multiplicity=1 smiles="C=C" e_tot_ha=-78.434531 homo_ev="-8.92 / -8.92"
C 0.561 0.594 -0.132 0.05
C -0.605 -0.754 0.334 0.05
H -0.156 -1.647 0.698 -0.03
H 0.098 1.478 -0.497 -0.03
H 1.589 0.422 0.074 -0.03
H -1.631 -0.578 0.118 -0.03

---

Listing F_max for the structures above in their given order: 3.91; 2.29; 6.17; 8.22 eV Å⁻¹.